Below is the molecule C5H2N2O in a non-equilibrium geometry, with properties calculated with ωB97M-V with the def2-TZVPD basis set.

Geometry as XYZ:
```
10
Properties=species:S:1:pos:R:3
O 0.6679 2.3126 0.2774
N 1.2331 -1.1247 0.0658
N -3.3380 0.3443 -0.1135
C -0.7166 0.1293 -0.1628
C -2.1885 0.2170 0.0261
C 0.5393 1.0707 -0.1052
C -0.1704 -1.0741 0.3546
C 1.7600 -0.0019 -0.2094
H -0.7463 -1.8642 0.5416
H 2.9595 -0.0090 -0.6746
```

Results
* orbital gap: 8.21 eV
* net charge: 0
* multiplicity: 1
* SMILES string: N#CC1=CN=CC1=O
* calculated total energy: -376.326977 hartree
* energy above the lowest of the compared OMol25 structures with the same formula, charge and spin: 227.2 kJ/mol
* F_max: 8.222 eV/A


Below is the molecule C5H2O, with properties calculated with ωB97M-V with the def2-TZVPD basis set.

Geometry as XYZ:
```
8
Properties=species:S:1:pos:R:3
O 0.6402 1.4842 1.7740
C 1.2178 0.1465 -0.0016
C 1.5334 0.9008 1.2044
C -0.8065 -1.0748 -0.8875
C 0.4277 -0.5162 -0.6390
C -1.9533 -1.3847 -0.6779
H 2.5583 0.8723 1.5966
H -2.9538 -1.6064 -0.3868
```

Results
* orbital gap: 9.48 eV
* net charge: 0
* multiplicity: 1
* SMILES string: C#CC#CC=O
* calculated total energy: -266.791622 hartree
* energy above the lowest of the compared OMol25 structures with the same formula, charge and spin: 71.2 kJ/mol
* F_max: 0.662 eV/A


Below is the molecule C5H2O, with properties calculated with ωB97M-V with the def2-TZVPD basis set.

Geometry as XYZ:
```
8
Properties=species:S:1:pos:R:3
O -1.5162 -1.3666 0.2245
C -1.4952 -0.1936 0.5052
C 1.1033 0.4718 -0.0849
C 1.6480 -0.6154 0.0436
C -0.3520 0.6926 0.3436
C 0.2837 1.7584 -0.0345
H 2.1237 -1.4818 0.4367
H -2.3678 0.3667 0.8768
```

Results
* orbital gap: 9.34 eV
* net charge: 0
* multiplicity: 1
* calculated total energy: -266.724510 hartree
* energy above the lowest of the compared OMol25 structures with the same formula, charge and spin: 247.4 kJ/mol
* F_max: 0.992 eV/A


Below is the molecule C5H2O in a non-equilibrium geometry, with properties calculated with ωB97M-V with the def2-TZVPD basis set.

Geometry as XYZ:
```
8
Properties=species:S:1:pos:R:3
O 0.1336 -2.9254 -0.4793
C 1.2692 -0.7516 -0.1771
C 0.5724 -1.8562 -0.3266
C 0.9385 0.5269 0.0458
C -0.4181 0.9598 0.1720
C -1.5839 1.2551 0.2696
H 1.7088 1.2930 0.1424
H -2.6205 1.4984 0.3532
```

Results
* orbital gap: 8.31 eV
* net charge: 0
* multiplicity: 1
* SMILES string: C#CC=C=C=O
* calculated total energy: -266.818448 hartree
* energy above the lowest of the compared OMol25 structures with the same formula, charge and spin: 0.8 kJ/mol
* F_max: 1.121 eV/A


Below is the ion C5H2O6S with charge -2 in a non-equilibrium geometry, with properties calculated with ωB97M-V with the def2-TZVPD basis set.

Geometry as XYZ:
```
14
Properties=species:S:1:pos:R:3
S -2.4403 0.4121 -0.1134
O -2.9466 0.1006 1.2360
O 0.3432 2.4901 0.3300
O -2.8090 -0.6034 -1.1130
O 1.5009 -1.7888 0.0600
O -0.4570 -2.8374 0.1406
O -2.8006 1.7708 -0.5574
C 2.1974 -0.6072 -0.0221
C 1.7593 0.6511 0.0287
C 0.3898 1.2370 0.1478
C -0.6671 0.3916 -0.0126
C 0.1452 -1.7979 0.0482
H 3.2563 -0.8387 -0.1345
H 2.5283 1.4200 -0.0383
```

Results
* orbital gap: 5.99 eV
* net charge: -2
* multiplicity: 1
* calculated total energy: -1041.248602 hartree
* energy above the lowest of the compared OMol25 structures with the same formula, charge and spin: 0.0 kJ/mol
* F_max: 3.693 eV/A


Below is a cluster of 10 separate species, C5H31N2O10 in total in a non-equilibrium geometry, with properties calculated with ωB97M-V with the def2-TZVPD basis set.

Geometry as XYZ:
```
48
Properties=species:S:1:pos:R:3
O 1.0838 2.9086 3.6974
O 0.1475 2.3899 -1.4257
O -3.0624 -2.1191 -1.8754
O 2.4763 -1.6472 1.3390
O 3.1874 -2.1659 -1.2708
O -3.0651 0.7570 -0.8883
O 0.7430 -0.7635 -3.2220
O -1.9961 2.8392 -3.0620
O 2.4048 1.1319 -0.7818
O -0.9402 -3.9525 -0.9820
N -1.0005 -1.9552 1.8505
N 1.4751 1.3094 1.6096
C -0.0762 2.3817 3.0108
C -0.6370 -0.8885 1.0642
C -0.9499 0.4499 1.6286
C 0.0005 -0.9631 -0.1131
C 0.2606 1.0070 2.4301
H 2.7859 -1.3971 0.4422
H 2.1584 1.8848 2.0945
H -2.1566 -2.4199 -1.7549
H 1.3833 1.5602 0.5963
H -1.3935 -4.6367 -0.4709
H -0.1178 3.1123 2.2008
H 3.0913 0.7579 -1.3370
H 1.1906 2.3539 4.4774
H -3.3905 -2.8118 -2.4461
H -0.2705 -4.5037 -1.4106
H -0.8957 -2.8338 1.3667
H 0.5262 0.1594 -3.0720
H 1.9382 0.4160 1.3624
H -3.7152 1.0433 -0.2313
H 0.4894 0.1949 3.1178
H 0.6313 -1.8221 -0.3034
H 1.7050 1.6055 -1.2642
H 0.3822 3.3106 -1.6024
H -2.7402 2.2855 -2.7871
H -1.8150 0.6430 2.2816
H 1.5828 -1.8834 1.0862
H 0.0655 -0.1440 -0.8026
H -0.9954 2.4962 3.5878
H -1.8268 -1.9143 2.4131
H 2.6248 -1.7868 -1.9558
H -3.6909 0.1206 -1.2737
H 3.7702 -2.8068 -1.6840
H -0.7117 2.3219 -1.8968
H -1.2640 1.2208 0.9077
H 0.2531 -1.3353 -2.6459
H -1.8337 2.5215 -3.9556
```

Results
* orbital gap: 8.91 eV
* net charge: +1
* multiplicity: 1
* calculated total energy: -1070.770736 hartree
* energy above the lowest of the compared OMol25 structures with the same formula, charge and spin: 338.5 kJ/mol
* F_max: 2.630 eV/A